2 unconnected molecules or ions with the total composition C4H8Si. Source: OMol25; level of theory: the ωB97M-V functional and the def2-TZVPD basis.

Atoms and positions in Å:
C -2.28753 -0.65587 -0.36607
C -1.61748 -0.90426 0.99452
C 1.32561 -1.37299 -1.17481
C 1.66448 -1.84181 0.08512
Si -1.13054 0.79755 0.15715
H -1.96039 -1.11513 -1.34648
H -3.36813 -0.52348 -0.24803
H -2.29148 -1.10166 1.72688
H -0.75309 -1.68660 1.04149
H 0.89512 -0.37538 -1.22573
H 1.39582 -2.10968 -1.90124
H 1.99190 -2.89168 0.13786
H 1.95040 -1.24009 0.94036

Results
HOMO-LUMO gap   7.95 eV
Energy relative to the best compared isomer or geometry (same formula, charge and spin)   299.7 kJ/mol
HOMO   -8.47 eV
Electronic energy   -12151.031 eV